One molecule with the formula C6H14 in a non-equilibrium geometry. Source: OMol25; level of theory: ωB97M-V with the def2-TZVPD basis set.

Last column: Mulliken charge in e.
Element x y z (Å)
C1 1.2612 1.3680 -1.3897  -1.238
C2 -0.2079 1.4031 -0.9919  -0.506
C3 -0.4738 0.8753 0.4190  -0.756
C4 0.0542 -0.5499 0.6610  0.850
C5 -0.5041 -1.1766 1.9855  -1.479
C6 -0.2607 -1.5637 -0.4611  -1.522
H1 1.7726 0.5036 -1.0078  0.309
H2 1.3594 1.3987 -2.4739  0.326
H3 1.8028 2.2003 -0.9268  0.341
H4 -0.7724 0.7823 -1.7107  0.252
H5 -0.7113 2.3326 -1.2966  0.440
H6 -1.5924 0.9183 0.4568  0.340
H7 -0.0477 1.5076 1.2098  0.306
H8 1.1374 -0.4124 0.7077  0.181
H9 -1.4423 -0.7120 2.2439  0.342
H10 0.2329 -0.9420 2.7807  0.329
H11 -0.5290 -2.2482 1.9459  0.397
H12 0.4607 -1.5090 -1.2931  0.308
H13 -0.2409 -2.5886 -0.0674  0.448
H14 -1.2988 -1.5873 -0.7916  0.332

Properties
**SMILES string**: CCCC(C)C
**LUMO**: 1.18 eV
**ΔE to the lowest compared entry with this formula, charge and spin**: 17.2 kcal/mol

---

C6H14AsF6N2O3RuS as an isolated structure. Source: OMol25; level of theory: ωB97M-V with the def2-TZVPD basis set.

Last column: Mulliken charge in e.
Element x y z (Å)
Ru1 0.4910 -0.3213 1.1537  1.740
C1 2.8164 -4.7904 -0.1767  -0.647
O1 2.3110 -3.7206 0.7787  -0.241
C2 2.0167 -2.5699 0.4232  0.830
O2 1.6536 -1.7332 1.4370  -0.405
N1 2.0266 -2.0334 -0.7809  0.312
N2 1.6639 -0.6677 -0.8835  -0.448
H1 2.9810 -5.6405 0.4748  0.271
H2 3.7412 -4.4195 -0.6120  0.382
H3 2.0253 -4.9746 -0.8992  0.361
H4 2.1905 -2.5516 -1.6940  0.305
H5 1.0365 -0.5722 -1.6955  0.379
H6 2.5018 -0.1026 -1.0531  0.308
F1 -0.7302 -1.2680 0.2550  -0.420
As1 1.3577 -2.5624 -4.6055  1.775
F2 2.2655 -3.0639 -3.1179  -0.583
F3 0.6342 -4.0507 -4.5686  -0.250
F4 2.8357 -2.2919 -5.2988  -0.242
F5 0.4497 -1.9577 -5.8622  -0.344
F6 0.7123 -1.3731 -3.5404  -0.395
O3 0.9866 1.1754 2.3115  -0.714
S1 1.7415 1.4851 3.6993  0.525
C3 0.4433 2.0167 4.8655  -0.617
C4 0.3129 3.5181 4.7949  -0.347
C5 1.3668 4.1583 4.0313  -0.381
C6 2.3865 3.1774 3.4938  -0.664
H7 0.8158 1.6872 5.8502  0.471
H8 -0.4787 1.4557 4.6870  0.435
H9 0.1639 4.0289 5.8163  0.417
H10 -0.7333 3.9178 4.5774  0.420
H11 1.8313 5.0460 4.5708  0.414
H12 0.9410 4.8958 3.2751  0.426
H13 3.3152 3.1867 4.0856  0.487
H14 2.6788 3.3314 2.4512  0.441

Properties
**LUMO (alpha / beta)**: -16.96 / -18.76 eV
**<S²>**: 8.77
**2S+1**: 6
**Charge**: +4
**ΔE to the lowest compared entry with this formula, charge and spin**: 0.0 kcal/mol

---

A 2-piece molecular cluster, C6H14Br overall in a non-equilibrium geometry. Source: OMol25; level of theory: ωB97M-V with the def2-TZVPD basis set.

Last column: Mulliken charge in e.
Element x y z (Å)
Br1 1.1242 -2.5166 -1.6646  -0.218
H1 1.7273 -1.4592 -2.3752  0.203
C1 1.7125 2.5427 -2.3908  0.295
C2 3.1989 2.1547 -2.2636  -1.216
C3 1.0222 2.3096 -3.7328  -1.189
C4 0.8612 2.5605 -1.1055  0.963
C5 1.4350 1.7509 0.1108  -1.413
C6 -0.5851 1.9917 -1.2445  -1.480
H2 3.9592 2.9641 -2.2027  0.259
H3 3.4207 1.4330 -1.4264  0.302
H4 3.5130 1.5452 -3.1469  0.333
H5 0.7863 3.1934 -4.3698  0.253
H6 1.6599 1.6726 -4.4048  0.324
H7 0.0774 1.6934 -3.6788  0.306
H8 0.7227 3.6497 -0.7562  0.127
H9 1.3826 0.6799 -0.0992  0.303
H10 2.4907 2.0277 0.4035  0.360
H11 0.8494 1.9499 1.0460  0.388
H12 -0.5458 0.8925 -1.2895  0.306
H13 -1.1883 2.2979 -0.3696  0.413
H14 -1.1602 2.3739 -2.1266  0.381

Properties
**LUMO (alpha / beta)**: 0.69 / 0.67 eV
**<S²>**: 0.75
**2S+1**: 2
**ΔE to the lowest compared entry with this formula, charge and spin**: 21.9 kcal/mol

---

A 2-piece molecular cluster, C6H14BrO2P2 overall in a non-equilibrium geometry. Source: OMol25; level of theory: ωB97M-V with the def2-TZVPD basis set.

Last column: Mulliken charge in e.
Element x y z (Å)
C1 -0.2789 -2.6786 -2.2077  -1.288
C2 0.7926 2.8715 1.5004  -0.964
C3 -0.5914 -1.3313 -1.6241  -0.144
C4 -1.3088 -1.4644 -0.2448  -0.552
C5 -1.4744 -0.1066 0.4243  0.091
C6 -2.3893 0.2422 1.1906  -0.500
O1 0.8652 1.3469 -0.8366  -0.711
O2 2.9851 2.6919 -0.1593  -0.767
P1 2.3994 0.2117 1.5119  -0.234
P2 1.7644 1.9192 0.2237  0.696
Br1 -3.8147 -0.8359 1.9152  -0.280
H1 0.5234 -3.2838 -1.6124  0.263
H2 -1.1399 -3.3445 -2.4245  0.296
H3 0.2371 -2.4791 -3.1562  0.393
H4 1.5242 3.3590 2.1729  0.327
H5 0.2514 3.7284 0.9632  0.271
H6 0.0169 2.2687 1.9436  0.269
H7 -1.1678 -0.8045 -2.4389  0.279
H8 0.2074 -0.6933 -1.5494  0.271
H9 -2.2034 -2.1534 -0.1141  0.384
H10 -0.5240 -1.8736 0.4050  0.199
H11 -0.6802 0.6797 0.1790  0.072
H12 3.5056 0.9392 1.9628  0.054
H13 -2.3563 1.1374 1.6705  0.539
H14 2.8565 -0.3470 0.3049  0.036

Properties
**LUMO**: 2.82 eV
**Charge**: -1
**ΔE to the lowest compared entry with this formula, charge and spin**: 0.0 kcal/mol

---

One molecule with the formula C6H14BrO5P in a non-equilibrium geometry. Source: OMol25; level of theory: ωB97M-V with the def2-TZVPD basis set.

Last column: Mulliken charge in e.
Element x y z (Å)
C1 -2.9170 1.8466 -1.0178  -1.328
C2 -1.3907 1.6326 -1.0414  0.392
C3 -0.8512 1.1948 -2.4069  -0.566
O1 -0.3585 -0.1316 -2.4196  -0.281
O2 0.9160 -0.0844 -1.7352  -0.149
P1 1.0795 -1.4238 -0.8652  1.063
O3 -0.1439 -1.8990 -0.2306  -0.600
O4 1.7257 -2.4073 -1.9313  -0.545
O5 2.3271 -1.1849 0.0882  -0.372
C4 2.2396 -0.4718 1.3221  -0.143
Br1 1.7507 1.3946 1.0905  -0.082
C5 1.4203 -1.2075 2.3864  -0.407
C6 0.0370 -0.6614 2.7393  -0.974
H1 -3.3026 1.5419 -0.0486  0.320
H2 -3.3861 1.2077 -1.7634  0.384
H3 -3.1840 2.8828 -1.2034  0.332
H4 -0.8713 2.5229 -0.6975  0.341
H5 -1.1753 0.8181 -0.3536  -0.263
H6 -0.0956 1.8739 -2.8033  0.254
H7 -1.6617 1.1749 -3.1347  0.447
H8 2.1737 -3.1385 -1.4971  0.338
H9 3.2668 -0.4083 1.6569  0.315
H10 2.0204 -1.1880 3.2960  0.397
H11 1.3382 -2.2480 2.0839  0.244
H12 0.1020 0.1493 3.4591  0.393
H13 -0.5555 -1.4697 3.1634  0.337
H14 -0.5039 -0.3160 1.8636  0.150

Properties
**SMILES string**: CCCOO[P@@](=O)(O)O[C@@H](Br)CC
**LUMO**: 0.57 eV

---

C6H14ClCrORh as an isolated structure in a non-equilibrium geometry. Source: OMol25; level of theory: ωB97M-V with the def2-TZVPD basis set.

Last column: Mulliken charge in e.
Element x y z (Å)
Cr1 -0.0330 -0.1507 0.0573  0.366
Cl1 -0.3482 2.4507 -0.0266  -0.479
C1 -1.6613 -1.0029 1.1301  -1.161
H1 -1.2292 -1.6716 1.8871  0.270
H2 -2.5251 -1.5086 0.6619  0.332
H3 -2.0711 -0.1591 1.6887  0.300
Rh1 0.1131 0.9386 -1.8505  -0.177
C2 -1.7482 0.6307 -2.5142  -1.020
C3 2.1132 1.2510 -1.7857  -1.024
C4 0.4167 -0.9668 -1.9312  -0.789
H4 2.5515 0.7384 -0.9269  0.204
H5 2.5158 0.8235 -2.7105  0.333
H6 2.3929 2.3194 -1.7486  0.281
H7 -2.2516 -0.0593 -1.8414  0.148
H8 -2.3549 1.5457 -2.6158  0.306
H9 -1.6430 0.1661 -3.4993  0.328
H10 -0.3387 -1.7497 -2.1174  0.346
H11 1.3769 -1.5040 -1.8316  0.283
C5 0.5515 -0.5222 3.6535  -1.107
C6 0.8742 -0.0550 2.2497  0.619
O1 1.9347 0.4893 1.9506  -0.301
H12 0.5331 -1.6188 3.6978  0.294
H13 -0.4335 -0.2076 3.9924  0.302
H14 1.2644 -0.1770 4.4306  0.346

Properties
**LUMO (alpha / beta)**: 2.93 / 1.72 eV
**<S²>**: 15.80
**2S+1**: 8
**Charge**: -1
**ΔE to the lowest compared entry with this formula, charge and spin**: 19.5 kcal/mol

---

C6H14ClMgN2O2 as an isolated structure in a non-equilibrium geometry. Source: OMol25; level of theory: ωB97M-V with the def2-TZVPD basis set.

Last column: Mulliken charge in e.
Element x y z (Å)
Mg1 3.7197 3.5251 0.4397  1.234
Cl1 1.8009 2.8791 -0.7428  -0.248
C1 1.1818 -0.0127 1.8433  0.277
O1 1.9634 -0.4739 2.6459  -0.618
N1 -0.0704 0.4289 2.1099  0.100
C2 -0.8912 0.9666 1.0477  -0.658
C3 -0.6678 0.2631 3.4085  -0.970
H1 1.4215 0.1173 0.7728  0.194
H2 -0.2460 1.3935 0.2818  0.041
H3 -1.5031 1.7889 1.4207  0.401
H4 -1.5638 0.2352 0.5939  0.229
H5 -1.4913 -0.4583 3.4123  0.337
H6 0.0725 -0.1130 4.1117  0.338
H7 -1.0687 1.2000 3.8029  0.316
C4 1.1903 -0.4403 -1.9361  0.149
O2 2.0767 -1.0601 -1.3822  -0.602
N2 -0.0491 -0.9451 -2.1268  0.135
C5 -0.3955 -2.2585 -1.6083  -1.024
C6 -1.1041 -0.1108 -2.6966  -0.861
H8 1.2520 0.5735 -2.3580  0.258
H9 0.1489 -2.4686 -0.6937  0.337
H10 -0.1991 -3.0052 -2.3779  0.329
H11 -1.4653 -2.2871 -1.3977  0.374
H12 -1.9002 0.0975 -1.9798  0.296
H13 -0.6314 0.7961 -3.0616  0.273
H14 -1.5808 -0.6312 -3.5296  0.364

Properties
**LUMO**: -8.18 eV
**Charge**: +1
**ΔE to the lowest compared entry with this formula, charge and spin**: 53.5 kcal/mol

---

C6H14ClN2O2Zr as an isolated structure in a non-equilibrium geometry. Source: OMol25; level of theory: ωB97M-V with the def2-TZVPD basis set.

Last column: Mulliken charge in e.
Element x y z (Å)
Zr1 4.2839 4.8343 4.1200  1.913
Cl1 3.2750 3.9322 -0.3475  -0.183
C1 1.7766 -3.9150 -5.3444  -0.887
C2 1.9212 -2.7691 -4.3257  0.700
O1 2.6705 -2.9385 -3.3244  -0.375
N1 1.3548 -1.5521 -4.4114  -0.051
C3 0.3544 -1.1063 -5.3293  -0.762
H1 2.7497 -4.3823 -5.4954  0.326
H2 1.4366 -3.3805 -6.2314  0.360
H3 1.0377 -4.6582 -5.0450  0.300
H4 1.6135 -0.9073 -3.6782  0.296
H5 -0.3561 -0.4947 -4.7731  0.313
H6 -0.1960 -1.9033 -5.8291  0.365
H7 0.8599 -0.4187 -6.0074  0.349
C4 -1.4749 0.6712 3.1119  -0.950
C5 -1.3374 1.6174 4.2875  0.719
O2 -0.2789 2.2792 4.3680  -0.591
N2 -2.4316 1.7964 5.0390  -0.154
C6 -2.4694 2.5714 6.2553  -0.827
H8 -0.6474 -0.0315 3.2099  0.291
H9 -1.2293 1.0780 2.1309  0.284
H10 -2.3935 0.1129 2.9314  0.314
H11 -3.2128 1.1571 5.0069  0.300
H12 -1.7405 3.3779 6.1752  0.294
H13 -2.1846 1.8927 7.0592  0.332
H14 -3.3814 3.1367 6.4470  0.324

Properties
**LUMO**: -14.80 eV
**Charge**: +3
**ΔE to the lowest compared entry with this formula, charge and spin**: 311.6 kcal/mol

---

C6H14F12N4O17S4Y as an isolated structure in a non-equilibrium geometry. Source: OMol25; level of theory: ωB97M-V with the def2-TZVPD basis set.

Last column: Mulliken charge in e.
Element x y z (Å)
Y1 -0.0217 -0.5336 0.5668  0.942
C1 0.5784 2.6134 -2.7933  0.572
F1 1.7565 2.0775 -3.1127  -0.226
F2 0.7598 3.3188 -1.6577  -0.172
F3 0.2073 3.4652 -3.7473  -0.236
S1 -0.6876 1.2855 -2.5704  1.096
O1 -0.5200 0.4815 -3.7321  -0.676
O2 -0.2281 0.6848 -1.3196  -0.003
O3 -1.9608 1.9538 -2.4712  -0.749
C2 -1.2174 2.9139 3.2648  0.544
F4 -0.2827 2.2726 4.0206  -0.304
F5 -2.3260 2.1737 3.2906  -0.218
F6 -1.4416 4.0822 3.8596  -0.239
S2 -0.6434 3.1765 1.5272  1.142
O4 -0.2775 1.8539 1.0676  0.337
O5 -1.8167 3.7491 0.9321  -0.803
O6 0.4734 4.0905 1.6389  -0.881
C3 -1.5420 -4.4426 -1.1222  0.593
F7 -2.4668 -4.8556 -0.2447  -0.272
F8 -0.3548 -4.4014 -0.4881  -0.216
F9 -1.4363 -5.3525 -2.0975  -0.244
S3 -1.9725 -2.7689 -1.8299  1.304
O7 -3.4025 -2.6635 -1.6168  -0.901
O8 -1.2157 -1.9059 -0.9079  0.026
O9 -1.5089 -2.7493 -3.1720  -0.656
C4 3.9525 -1.1775 -1.9841  0.529
F10 3.9875 0.1349 -2.1820  -0.207
F11 4.8182 -1.7446 -2.8331  -0.230
F12 4.3921 -1.4361 -0.7252  -0.262
S4 2.2715 -1.9105 -2.2218  1.484
O10 1.8983 -1.5936 -3.5541  -0.689
O11 2.5583 -3.3144 -1.9720  -0.772
O12 1.4803 -1.3040 -1.1560  -0.508
O13 -1.3556 -2.1136 1.7856  -0.396
H1 -1.6821 -1.8837 2.6620  0.179
H2 -1.5356 -3.0543 1.6747  0.186
O14 0.1936 -0.0629 2.9566  -0.407
H3 -0.4461 0.3007 3.5787  0.241
H4 0.9477 -0.3345 3.4894  0.164
O15 1.3071 -2.1716 1.3271  -0.336
H5 0.8971 -2.7872 1.9444  0.186
H6 2.1720 -2.5326 1.0987  0.232
C5 -3.4966 0.4759 0.0858  0.338
O16 -2.3659 0.2511 0.5143  -0.603
N1 -4.3303 -0.5270 -0.3127  -0.416
N2 -3.9369 1.7492 -0.0862  -0.256
H7 -5.1804 -0.2841 -0.7854  0.178
H8 -3.9234 -1.4325 -0.5010  0.229
H9 -4.8528 1.9295 -0.4455  0.169
H10 -3.2383 2.4733 0.0302  0.202
C6 3.0156 1.1806 1.0161  0.373
O17 2.1290 0.4310 0.6033  -0.358
N3 2.8575 2.5100 1.2079  -0.238
N4 4.2259 0.6878 1.4489  -0.436
H11 1.9578 2.9774 1.0960  0.096
H12 3.5344 2.9917 1.7724  0.200
H13 4.9123 1.3509 1.7530  0.146
H14 4.3828 -0.2985 1.4293  0.222

Properties
**LUMO**: 0.83 eV
**Charge**: -1
**ΔE to the lowest compared entry with this formula, charge and spin**: 0.0 kcal/mol